1.
{
  "formula": "C6H9N2P",
  "method": "wB97M-V/def2-TZVPD",
  "elements": ["C", "C", "C", "C", "C", "C", "N", "N", "P", "H", "H", "H", "H", "H", "H", "H", "H", "H"],
  "xyz": [[-0.277, -0.435, -0.226], [0.992, -0.903, -0.725], [-1.224, 1.823, 0.546], [-1.593, 0.938, 1.632], [-0.328, 0.579, 0.824], [2.296, -0.146, -0.527], [0.995, -1.991, -1.317], [-0.271, -2.428, -1.470], [-1.477, -1.578, -0.666], [-1.876, 1.739, -0.383], [-0.740, 2.764, 0.610], [-1.513, 1.340, 2.659], [-2.634, 0.414, 1.490], [0.557, 0.761, 1.228], [2.431, 0.111, 0.539], [2.021, 0.769, -1.079], [3.116, -0.592, -0.944], [-0.474, -3.164, -2.190]],
  "relative_energy_kcal_mol": 33.8,
  "homo_lumo_gap_ev": [6.20, 7.03],
  "multiplicity": 3
}


2.
{
  "formula": "C28H46BCl2N2O8S3",
  "method": "wB97M-V/def2-TZVPD",
  "elements": ["C", "C", "C", "C", "C", "C", "C", "C", "N", "O", "B", "C", "C", "O", "Cl", "C", "C", "C", "C", "C", "C", "C", "C", "O", "C", "C", "C", "O", "Cl", "O", "C", "N", "H", "H", "H", "H", "H", "H", "H", "H", "H", "H", "H", "H", "H", "H", "H", "H", "H", "H", "H", "H", "H", "H", "H", "H", "H", "H", "H", "H", "C", "S", "O", "C", "H", "H", "H", "H", "H", "H", "C", "S", "O", "C", "H", "H", "H", "H", "H", "H", "C", "S", "O", "C", "H", "H", "H", "H", "H", "H"],
  "xyz": [[1.457, 2.630, 3.416], [1.802, 1.422, 2.819], [1.073, 0.814, 1.639], [-0.409, 0.597, 2.112], [-0.859, -0.878, 2.072], [-2.387, -0.924, 2.272], [-3.121, -0.900, 0.927], [-3.343, -2.340, 0.416], [-2.297, -3.279, 0.827], [1.670, -0.446, 1.427], [2.790, -0.363, 0.465], [2.742, -1.442, -0.782], [2.471, -2.849, -0.405], [1.947, -3.264, 0.557], [3.008, -4.094, -1.683], [4.209, -0.373, 1.321], [5.229, -1.381, 0.817], [6.080, -0.956, -0.213], [7.028, -1.791, -0.787], [7.117, -3.093, -0.311], [6.305, -3.537, 0.715], [5.347, -2.692, 1.293], [4.481, -3.235, 2.404], [2.454, 0.965, -0.196], [1.325, 1.551, 0.260], [1.753, 3.050, 0.299], [0.620, 4.020, 0.062], [0.641, 4.799, -0.834], [-0.803, 3.988, 1.121], [0.203, 1.579, -0.695], [-0.237, 0.452, -1.116], [-0.639, -0.552, -1.502], [0.541, 2.741, 3.988], [2.068, 3.522, 3.293], [2.627, 0.848, 3.235], [-1.058, 1.115, 1.400], [-0.596, 0.945, 3.124], [-0.562, -1.354, 1.148], [-0.342, -1.378, 2.892], [-2.696, -1.745, 2.919], [-2.658, -0.005, 2.804], [-2.593, -0.295, 0.195], [-4.084, -0.421, 1.093], [-4.317, -2.688, 0.770], [-3.340, -2.315, -0.672], [-2.046, -3.925, 0.098], [-2.510, -3.753, 1.688], [3.647, -1.371, -1.383], [1.932, -1.168, -1.463], [4.724, 0.591, 1.272], [4.040, -0.613, 2.366], [5.974, 0.058, -0.581], [7.677, -1.435, -1.574], [7.836, -3.772, -0.756], [6.361, -4.556, 1.075], [3.930, -4.105, 2.049], [3.753, -2.503, 2.732], [5.080, -3.516, 3.272], [2.304, 3.269, 1.202], [2.434, 3.168, -0.535], [-3.687, -0.712, -2.944], [-5.197, 0.137, -2.485], [-5.459, -0.242, -1.074], [-6.302, -0.828, -3.526], [-2.875, -0.282, -2.358], [-3.777, -1.772, -2.715], [-3.481, -0.573, -4.004], [-6.218, -1.884, -3.269], [-6.042, -0.671, -4.573], [-7.319, -0.484, -3.345], [-0.311, -1.802, -4.744], [-1.764, -1.733, -5.796], [-2.726, -2.748, -5.290], [-0.981, -2.430, -7.257], [-0.591, -1.444, -3.753], [0.043, -2.830, -4.673], [0.466, -1.157, -5.156], [-0.583, -3.418, -7.023], [-0.182, -1.767, -7.590], [-1.735, -2.513, -8.037], [-4.666, 6.471, 2.639], [-2.941, 6.102, 2.993], [-2.885, 4.706, 3.485], [-2.813, 7.176, 4.432], [-4.968, 5.864, 1.788], [-5.281, 6.221, 3.504], [-4.769, 7.527, 2.389], [-3.550, 6.881, 5.179], [-2.972, 8.211, 4.127], [-1.811, 7.066, 4.841]],
  "relative_energy_kcal_mol": 0.0,
  "homo_lumo_gap_ev": 6.78,
  "charge": -1
}


3.
{
  "formula": "C4HCl3N2O2",
  "method": "wB97M-V/def2-TZVPD",
  "elements": ["C", "C", "C", "C", "N", "N", "O", "O", "Cl", "Cl", "Cl", "H"],
  "xyz": [[0.013, 0.132, -0.651], [-0.408, 0.818, -1.707], [-2.286, -0.288, -1.150], [-1.317, -0.663, -0.067], [-1.809, 0.534, -1.970], [-0.948, -2.025, 0.192], [0.026, -2.390, -0.386], [-1.679, -2.692, 0.826], [0.609, 1.837, -2.819], [-3.796, -0.929, -1.249], [-1.815, -0.083, 1.530], [0.904, -0.046, -0.097]],
  "homo_lumo_gap_ev": 8.99,
  "smiles": "O=[N+]([O-])[C@@]1(Cl)C=C(Cl)N=C1Cl"
}


4.
{
  "formula": "C21H24ClNOPTl",
  "method": "wB97M-V/def2-TZVPD",
  "elements": ["Tl", "Cl", "P", "C", "C", "C", "C", "C", "C", "C", "C", "C", "C", "C", "C", "C", "C", "C", "C", "C", "C", "H", "H", "H", "H", "H", "H", "H", "H", "H", "H", "H", "H", "H", "H", "H", "H", "H", "C", "N", "C", "C", "O", "H", "H", "H", "H", "H", "H", "H"],
  "xyz": [[0.040, -2.399, 0.201], [-0.890, -4.541, 1.288], [-0.258, 0.195, -0.795], [1.337, 1.008, -1.077], [1.521, 2.395, -0.965], [2.764, 2.956, -1.274], [3.847, 2.138, -1.613], [3.690, 0.746, -1.620], [2.449, 0.174, -1.348], [-0.854, -0.400, -2.407], [-2.013, -1.210, -2.398], [-2.436, -1.823, -3.572], [-1.736, -1.622, -4.767], [-0.606, -0.799, -4.780], [-0.162, -0.183, -3.607], [-1.472, 1.434, -0.269], [-2.120, 1.237, 0.974], [-3.173, 2.080, 1.331], [-3.546, 3.148, 0.502], [-2.876, 3.362, -0.706], [-1.849, 2.501, -1.102], [-2.575, -1.349, -1.468], [-3.333, -2.441, -3.565], [-2.102, -2.059, -5.697], [-0.075, -0.606, -5.710], [0.696, 0.492, -3.617], [0.686, 3.024, -0.652], [2.877, 4.041, -1.255], [4.808, 2.588, -1.877], [4.543, 0.109, -1.854], [2.329, -0.915, -1.339], [-1.790, 0.425, 1.631], [-3.708, 1.914, 2.264], [-4.360, 3.816, 0.794], [-3.143, 4.198, -1.354], [-1.339, 2.650, -2.057], [2.581, 6.027, 2.149], [1.895, 6.144, 2.429], [1.769, -3.517, 3.135], [0.755, -3.081, 4.076], [0.657, -3.790, 5.355], [-0.036, -2.054, 3.739], [0.004, -1.471, 2.623], [2.700, -3.713, 3.671], [1.908, -2.712, 2.401], [1.428, -4.419, 2.607], [0.878, -3.131, 6.207], [-0.344, -4.210, 5.514], [1.390, -4.607, 5.330], [-0.756, -1.749, 4.523]],
  "homo_lumo_gap_ev": 5.05,
  "charge": 2
}


5.
{
  "formula": "C4H9N",
  "method": "wB97M-V/def2-TZVPD",
  "elements": ["C", "C", "C", "C", "N", "H", "H", "H", "H", "H", "H", "H", "H", "H"],
  "xyz": [[0.473, -1.203, 1.334], [0.126, -1.435, -0.191], [-0.704, -0.065, -0.603], [0.228, 1.896, -0.682], [-0.225, 1.029, 0.103], [0.909, -2.047, 1.779], [-0.278, -0.747, 1.953], [1.379, -0.402, 1.350], [1.033, -1.406, -0.790], [-0.674, -2.258, -0.069], [-0.646, 0.114, -1.842], [-1.735, -0.344, -0.350], [0.627, 1.801, -1.658], [0.224, 2.926, -0.233]],
  "relative_energy_kcal_mol": 104.3,
  "homo_lumo_gap_ev": [10.71, 6.69],
  "charge": 1,
  "multiplicity": 2
}


6.
{
  "formula": "C3H7NO2S2",
  "method": "wB97M-V/def2-TZVPD",
  "elements": ["C", "C", "C", "N", "O", "O", "S", "S", "H", "H", "H", "H", "H", "H", "H"],
  "xyz": [[2.750, -0.480, -0.271], [-2.646, -0.149, -0.045], [0.101, -0.570, -0.256], [-0.015, -1.451, 0.976], [-0.806, -1.054, 1.831], [0.580, -2.504, 0.933], [1.489, -1.007, -1.381], [-1.467, -0.970, -1.171], [3.729, -0.534, -0.959], [2.905, -1.229, 0.557], [2.717, 0.518, -0.046], [-3.557, -0.494, -0.366], [-2.709, 0.900, -0.139], [-2.296, -0.529, 0.881], [-0.018, 0.519, -0.155]],
  "relative_energy_kcal_mol": 105.9,
  "homo_lumo_gap_ev": 9.16,
  "smiles": "CSC(SC)[N+](=O)[O-]"
}


7.
{
  "formula": "C5H4O2Yb",
  "method": "wB97M-V/def2-TZVPD",
  "elements": ["O", "C", "C", "C", "C", "H", "H", "H", "C", "O", "Yb", "H"],
  "xyz": [[-2.073, 1.783, -0.889], [-2.191, 0.650, -0.691], [-2.400, -0.654, -0.543], [-1.532, -1.578, 0.173], [-0.447, -2.191, -0.352], [-3.329, -1.012, -0.993], [-0.131, -2.019, -1.382], [0.097, -2.942, 0.221], [-1.834, -1.911, 1.578], [-2.848, -1.460, 2.129], [-3.833, -1.216, 4.301], [-1.272, -2.747, 2.026]],
  "relative_energy_kcal_mol": 0.0,
  "homo_lumo_gap_ev": 4.86,
  "charge": 2
}


8.
{
  "formula": "C7H15N3O4S",
  "method": "wB97M-V/def2-TZVPD",
  "elements": ["C", "C", "C", "C", "C", "C", "C", "N", "N", "N", "O", "O", "O", "O", "S", "H", "H", "H", "H", "H", "H", "H", "H", "H", "H", "H", "H", "H", "H", "H"],
  "xyz": [[-1.601, 0.563, -1.953], [1.031, -0.879, 0.668], [-2.417, 1.581, -2.693], [-1.525, 2.648, -2.039], [1.756, -3.290, 0.883], [0.604, -2.345, 0.569], [0.147, 1.934, 1.336], [-0.818, 1.545, -1.356], [0.006, -2.647, -0.766], [1.431, 2.303, 1.980], [-1.547, -0.630, -1.838], [1.714, -0.414, 1.528], [0.467, -0.148, -0.306], [1.726, 1.946, -0.836], [0.476, 1.534, -0.308], [-2.359, 1.501, -3.776], [-3.465, 1.597, -2.396], [-0.880, 3.205, -2.718], [-2.031, 3.324, -1.351], [2.544, -3.221, 0.138], [1.408, -4.317, 0.943], [2.187, -3.028, 1.846], [-0.181, -2.464, 1.328], [-0.555, 2.757, 1.334], [0.753, -2.792, -1.458], [-0.616, -1.862, -1.127], [-0.548, -3.510, -0.723], [1.234, 2.710, 2.905], [1.962, 1.417, 2.121], [2.027, 2.956, 1.444]],
  "relative_energy_kcal_mol": 0.0,
  "homo_lumo_gap_ev": [10.22, 10.22],
  "charge": 2,
  "smiles": "C[C@H]([NH3+])C(=O)O[S@](=O)(=C[NH3+])N1CCC1=O"
}


Number 1: energy -18631.5709 eV, F_max 5.20 eV Å⁻¹. Number 2: energy -107367.4307 eV, F_max 3.75 eV Å⁻¹. Number 3: energy -48801.5742 eV, F_max 4.60 eV Å⁻¹. Number 4: energy -52191.5425 eV, F_max 2.97 eV Å⁻¹. Number 5: energy -5771.9148 eV, F_max 4.95 eV Å⁻¹. Number 6: energy -30475.9757 eV, F_max 5.29 eV Å⁻¹. Number 7: energy -40854.7443 eV, F_max 2.63 eV Å⁻¹. Number 8: energy -30978.9752 eV, F_max 2.45 eV Å⁻¹.